1.
45
Properties=species:S:1:pos:R:3:forces:R:3:nbo_charge:R:1 method="wB97M-V/def2-TZVPD" e_homo_ev=-7.9 total_charge=0 homo_lumo_gap_ev=6.4713 de_lowest_kcal_mol=0.0
Sn -0.049 -2.063 -0.976 -0.6 0.1 -0.1 1.48
F 4.390 -0.895 -2.496 0.0 0.5 0.4 -0.28
C 4.694 -1.982 -1.851 0.8 -2.6 0.9 0.79
F 4.888 -2.975 -2.768 0.0 1.0 0.9 -0.31
F 5.825 -1.857 -1.086 -1.4 0.2 -1.2 -0.31
S 3.291 -2.696 -0.715 0.0 -1.4 -0.7 2.17
O 2.148 -2.519 -1.690 1.1 -0.2 1.9 -0.99
O 3.614 -4.078 -0.335 -0.4 2.9 -1.0 -0.85
N 3.256 -1.809 0.600 0.7 -0.3 -0.4 -1.20
S 2.352 -0.633 1.044 0.9 1.9 1.3 2.24
O 2.170 -0.600 2.478 -0.3 -0.4 -1.6 -0.87
O 1.259 -0.472 0.097 -1.7 -0.3 -0.2 -1.03
C 3.103 1.135 0.746 0.7 -1.9 0.7 0.77
F 4.217 1.254 1.472 -0.1 0.0 -0.3 -0.31
F 3.412 1.257 -0.545 -0.4 0.5 0.3 -0.31
F 2.242 2.048 1.176 0.0 -0.2 -0.6 -0.30
C 0.364 3.761 -1.101 -2.2 -0.2 -2.1 -0.87
Te -1.021 4.936 0.022 0.6 0.3 0.4 0.40
C 0.570 6.262 0.632 -0.8 0.8 -0.2 -0.86
H -0.265 2.860 -1.418 1.1 1.1 0.3 0.23
H 1.205 3.451 -0.534 0.7 -0.1 0.4 0.22
H 0.581 4.388 -2.018 0.2 -1.0 1.1 0.23
H 0.450 7.293 0.302 -0.5 -0.1 -0.1 0.22
H 1.471 5.950 0.171 0.8 -0.7 -0.4 0.22
H 0.703 6.293 1.692 0.0 -0.3 0.6 0.22
C -0.158 -5.110 1.944 2.0 -0.9 -0.8 -0.73
C -0.356 -4.223 0.764 0.2 -0.8 -1.0 0.80
O -0.787 -4.675 -0.306 0.3 1.1 0.4 -0.66
O -0.050 -2.959 0.945 0.2 0.1 -0.6 -0.89
H -1.142 -5.197 2.294 -1.3 0.0 1.5 0.24
H 0.622 -4.642 2.594 -1.1 -0.7 -0.1 0.24
H 0.087 -6.182 1.630 0.0 1.7 0.3 0.25
Se -1.635 -0.197 1.967 -1.5 1.0 0.5 1.01
N -1.741 -0.347 0.228 -0.3 -0.9 -1.5 -0.74
C -2.928 0.026 -0.232 -0.4 1.1 1.8 0.14
C -3.575 -0.278 -1.475 -0.9 0.0 0.6 -0.24
C -4.870 0.160 -1.632 1.5 -0.6 -0.4 -0.16
C -5.531 1.036 -0.740 1.2 0.0 1.4 -0.20
C -5.065 1.197 0.539 0.4 -0.5 -1.7 -0.18
C -3.758 0.678 0.841 0.1 -1.4 -0.2 0.10
N -3.312 0.563 2.075 1.5 0.0 -0.4 -0.56
H -3.158 -1.052 -2.098 0.1 0.1 -0.4 0.23
H -5.482 -0.259 -2.413 0.1 0.2 -0.6 0.22
H -6.366 1.552 -1.128 -1.2 0.2 0.1 0.22
H -5.667 1.603 1.303 -0.3 0.8 0.7 0.23



2.
28
Properties=species:S:1:pos:R:3:forces:R:3:nbo_charge:R:1 method="wB97M-V/def2-TZVPD" e_homo_ev=-13.4 total_charge=+1 homo_lumo_gap_ev=8.9126 de_lowest_kcal_mol=105.3
C -2.744 -0.802 -0.890 0.5 0.0 -0.8 0.19
C 2.995 -0.654 1.480 1.8 0.4 0.9 -0.17
C 2.692 0.708 1.604 -1.1 -3.0 -3.0 -0.15
C 2.502 -1.435 0.448 -1.4 3.3 -0.2 -0.18
C 1.901 1.325 0.681 0.2 -1.3 0.0 -0.17
C 1.659 -0.833 -0.519 2.0 0.3 1.3 -0.23
C 1.419 0.541 -0.350 -1.9 -0.7 -1.0 -0.14
C 0.437 1.183 -1.232 -0.4 0.5 -2.2 0.29
C -1.350 -0.209 1.009 1.0 1.9 -0.1 0.60
C -1.781 -1.273 1.963 0.7 1.9 0.9 -0.74
C -1.807 1.407 -2.436 0.9 -1.3 -2.8 -0.45
C -1.369 -0.631 -0.513 0.0 3.1 -0.4 -0.16
N -3.804 -0.767 -1.324 -0.5 -0.2 0.1 -0.18
N -0.760 0.779 -1.577 -0.2 -1.7 3.4 -0.26
O -1.058 0.925 1.298 -0.2 -0.8 -0.3 -0.49
H 3.853 -1.011 2.138 -1.7 0.0 -0.7 0.24
H 3.034 1.222 2.368 1.8 2.4 3.6 0.22
H 2.701 -2.426 0.471 0.8 -3.0 -0.5 0.23
H 1.644 2.333 0.820 -0.4 1.2 -0.1 0.24
H 1.534 -1.322 -1.476 -0.8 -0.2 0.1 0.24
H 0.917 2.032 -1.786 -1.2 -0.2 0.4 0.24
H -0.989 -1.997 2.080 -0.4 -1.0 -0.5 0.27
H -1.901 -0.837 2.965 0.2 0.2 -0.4 0.27
H -2.769 -1.443 1.623 -0.9 -1.7 -0.2 0.26
H -2.735 1.707 -1.975 0.0 -0.4 0.9 0.26
H -2.083 0.580 -3.260 0.7 2.1 1.7 0.25
H -1.426 2.342 -2.924 0.1 -1.1 0.3 0.25
H -0.714 -1.442 -0.685 0.5 -0.8 -0.6 0.28



3.
38
Properties=species:S:1:pos:R:3:forces:R:3:nbo_charge:R:1 method="wB97M-V/def2-TZVPD" e_homo_ev=-5.0 total_charge=-1 homo_lumo_gap_ev=5.2730
O -3.937 3.208 -3.564 0.1 -0.1 0.1 -1.10
P -3.751 1.734 -3.569 -0.2 0.2 -0.2 1.58
C -2.106 1.023 -3.353 0.4 -0.1 0.1 -0.55
N -2.223 -0.191 -2.562 -0.2 0.1 0.0 -0.62
C -0.964 -0.823 -2.265 0.2 -0.2 -0.2 -0.24
C 0.070 0.025 -1.511 0.0 0.1 0.0 -0.52
S -0.708 0.752 -0.024 -0.1 -0.1 0.0 0.25
C 0.563 1.841 0.407 0.2 0.2 0.2 0.28
N 1.287 1.848 1.476 0.1 -0.2 0.0 -0.32
N 2.160 2.930 1.365 -0.1 0.1 0.1 -0.30
C 1.874 3.487 0.248 0.2 0.2 -0.1 0.29
O 0.886 2.878 -0.420 -0.2 -0.2 -0.2 -0.41
C -1.484 0.764 -4.793 -0.6 -0.3 -0.2 0.75
O -0.980 1.786 -5.285 0.2 -0.2 0.0 -0.75
O -1.670 -0.385 -5.252 0.4 0.6 0.2 -0.76
H -4.245 1.096 -4.718 0.0 -0.1 0.0 -0.09
H -4.471 1.080 -2.536 -0.1 0.0 0.0 -0.15
H -1.511 1.819 -2.882 0.0 0.0 0.0 0.21
H -2.814 -0.067 -1.749 0.1 0.0 0.1 0.35
H -1.136 -1.760 -1.729 -0.1 0.1 0.1 0.19
H -0.510 -1.085 -3.227 -0.1 -0.1 0.1 0.25
H 0.435 0.844 -2.134 -0.1 -0.1 0.0 0.23
H 0.903 -0.593 -1.173 -0.1 0.0 -0.1 0.22
H 2.326 4.351 -0.213 0.0 -0.1 0.1 0.20
C 2.861 -1.350 3.960 0.1 0.0 0.1 -0.41
C 2.543 -1.362 2.656 0.0 0.1 0.0 0.36
C 1.232 -1.927 2.148 -0.2 0.1 0.1 0.48
O 1.053 -1.889 0.946 0.1 -0.1 -0.1 -0.54
C 0.284 -2.461 3.104 0.0 0.0 -0.1 -0.39
C 0.603 -2.440 4.404 0.0 0.0 0.0 0.33
C 1.914 -1.880 4.911 0.1 0.1 -0.1 0.48
O 2.082 -1.916 6.120 0.0 0.0 0.0 -0.56
O -0.177 -2.899 5.374 -0.1 0.0 0.0 -0.63
O 3.328 -0.903 1.702 0.1 0.0 0.0 -0.62
H 3.793 -0.948 4.330 0.0 0.0 0.0 0.24
H -0.651 -2.856 2.735 0.0 0.0 0.0 0.24
H 0.317 -2.738 6.203 0.1 0.0 0.0 0.51
H 2.825 -0.991 0.867 0.0 0.0 0.0 0.51



4.
34
Properties=species:S:1:pos:R:3:forces:R:3:nbo_charge:R:1 method="wB97M-V/def2-TZVPD" s2=6.035 e_homo_ev="-11.2 / -11.6" total_charge=+1 homo_lumo_gap_ev="8.0776 / 5.7153" de_lowest_kcal_mol=4.8 spin_multiplicity=5
Ru 1.302 0.829 -0.448 0.9 -0.5 -0.8 0.99
S 0.760 -0.545 -2.246 0.0 0.6 0.7 0.06
C 0.508 -2.096 -1.498 0.0 -0.3 -0.1 -0.04
C 0.045 -3.116 -2.336 0.0 0.1 0.0 -0.28
C -0.150 -4.397 -1.864 0.0 0.1 0.0 -0.11
C 0.119 -4.711 -0.523 0.0 0.0 0.1 -0.21
C 0.569 -3.734 0.323 -0.1 -0.3 0.0 -0.16
C 0.765 -2.407 -0.129 0.2 0.4 0.2 -0.28
S 1.323 -1.274 1.023 -0.1 -0.1 -0.3 0.12
H -0.146 -2.876 -3.374 0.0 -0.1 0.0 0.24
H -0.508 -5.167 -2.535 0.0 0.0 0.0 0.23
H -0.021 -5.720 -0.162 0.0 0.0 0.0 0.24
H 0.785 -3.958 1.359 0.0 0.0 0.0 0.24
N 2.472 2.156 1.060 -0.2 -0.4 -0.2 -0.65
N 3.804 1.745 0.899 0.0 -0.2 0.0 -0.52
C 4.177 1.015 -0.236 0.5 0.4 0.5 0.87
O 5.335 0.800 -0.455 -0.2 -0.1 -0.1 -0.57
O 3.152 0.618 -0.961 -0.4 -0.1 -0.2 -0.66
H 2.395 3.163 0.956 -0.1 0.1 -0.1 0.39
H 2.164 1.901 1.992 0.0 0.0 0.1 0.39
H 4.528 2.240 1.394 0.0 0.1 0.0 0.41
N -4.453 2.531 1.184 0.0 0.0 0.0 -0.73
C -3.226 2.161 0.802 0.2 -0.1 -0.1 0.27
C -3.014 1.182 -0.189 -0.1 0.1 0.1 -0.31
C -1.744 0.829 -0.545 -0.2 0.0 0.0 0.10
N -0.633 1.370 0.007 -0.5 0.2 0.2 -0.56
C -0.837 2.314 0.954 -0.1 0.0 0.0 0.07
C -2.068 2.732 1.369 -0.1 0.0 0.0 -0.30
H -5.269 2.124 0.762 0.0 0.0 0.0 0.41
H -4.585 3.242 1.880 0.0 0.0 0.0 0.41
H -3.855 0.707 -0.677 0.0 0.0 0.0 0.24
H -1.593 0.087 -1.314 0.1 0.0 0.0 0.23
H 0.043 2.759 1.397 0.0 0.0 0.0 0.20
H -2.147 3.496 2.130 0.0 0.0 0.0 0.24